a.
This record from OMol25 describes a cluster of 11 separate species, C22H66O11 in total. The level of theory is ωB97M-V/def2-TZVPD.

## Properties
Total charge: 0
Structure (SMILES): CCO.CCO.CCO.CCO.CCO.CCO.CCO.CCO.CCO.CCO.CCO
Frontier orbital gap, eV: 9.8
Spin multiplicity: 1
HOMO energy, eV: -9.52

XYZ file:
```
99
C22H66O11, DFT ωB97M-V/def2-TZVPD
O -1.30 -0.31 1.37
O 0.02 0.30 -3.94
O 2.59 -0.72 -4.85
O -0.03 2.42 4.46
O -0.99 -0.16 4.15
O -0.44 3.01 -3.52
O -1.24 5.16 -1.82
O -5.30 -4.04 2.31
O 2.45 -3.35 -3.81
O -0.97 -2.85 0.19
O 4.59 0.62 0.32
C 2.16 -2.65 -1.54
C 3.23 0.99 -3.22
C 3.66 0.84 1.37
C -0.55 -1.71 5.98
C -0.70 3.51 -4.83
C -0.53 0.85 1.05
C -3.46 4.18 -1.83
C 2.69 -3.75 -2.44
C -0.05 2.23 6.85
C -4.15 -2.10 3.08
C 0.57 3.51 -5.66
C 0.37 3.09 5.67
C -2.36 0.00 -3.91
C -4.21 -3.16 2.00
C -0.06 -1.11 4.69
C -0.41 -3.52 1.30
C 0.02 0.73 -0.34
C 2.95 -0.45 1.70
C -0.05 -4.95 0.97
C -1.01 -0.67 -3.83
C 3.72 -0.06 -4.23
C -2.24 4.55 -1.01
H -0.72 0.88 -1.13
H 2.73 1.80 -3.75
H -1.18 -1.94 0.48
H -2.53 0.70 -3.08
H -0.09 4.07 5.76
H -1.08 -3.45 2.17
H -5.09 -1.54 3.13
H -0.25 2.06 -3.54
H -1.10 1.92 6.84
H 4.23 1.20 2.24
H 0.48 -2.99 1.68
H -0.96 4.48 -2.45
H 0.40 3.86 -6.68
H 4.82 1.47 -0.06
H 0.61 -4.95 0.09
H -0.93 -5.51 0.67
H -3.30 -1.44 2.92
H 0.92 -0.63 4.85
H -0.62 0.74 4.27
H 4.13 1.36 -2.71
H -0.58 -0.98 6.79
H 0.78 -0.16 -4.33
H -4.22 3.62 -1.27
H -0.95 -1.45 -4.59
H -3.98 5.06 -2.20
H 2.44 -2.79 -0.50
H 0.46 -0.25 -0.53
H -1.04 4.54 -4.71
H 0.08 3.03 3.73
H 1.09 -2.47 -1.65
H 0.97 2.50 -5.76
H 0.12 -2.50 6.35
H 2.34 -0.80 0.87
H 4.36 -0.80 -3.75
H 0.11 -1.84 3.89
H -2.52 5.30 -0.26
H 0.87 1.41 -0.48
H 0.16 2.77 7.78
H 0.53 1.31 6.89
H -1.82 3.67 -0.49
H 3.69 -1.22 1.96
H 2.54 0.60 -2.47
H 0.31 0.87 1.76
H -0.92 -1.18 -2.86
H 2.28 -0.37 2.55
H -3.13 3.52 -2.64
H -3.20 -0.70 -3.94
H 1.34 4.14 -5.21
H -4.03 -2.59 4.04
H -1.47 2.92 -5.33
H 1.46 3.10 5.65
H -1.51 -2.21 5.91
H -5.24 -4.85 1.80
H 3.77 -3.88 -2.29
H -1.17 1.73 1.15
H 2.90 1.59 1.13
H 4.29 0.42 -5.03
H -3.29 -3.76 2.06
H 2.18 -4.69 -2.20
H 2.68 -1.72 -1.82
H -2.44 0.66 -4.79
H 0.46 -5.43 1.80
H 2.98 -3.97 -4.33
H 2.54 -1.59 -4.42
H -1.39 -0.29 2.35
H -4.30 -2.80 0.98
```

---

b.
This record from OMol25 describes a cluster of 11 separate species, C22H66O11 in total. The level of theory is ωB97M-V/def2-TZVPD.

## Properties
Total charge: 0
Structure (SMILES): CCO.CCO.CCO.CCO.CCO.CCO.CCO.CCO.CCO.CCO.CCO
Frontier orbital gap, eV: 10.0
Spin multiplicity: 1
HOMO energy, eV: -9.68

XYZ file:
```
99
C22H66O11, DFT ωB97M-V/def2-TZVPD
O -3.32 -12.54 21.12
O -11.41 -13.88 15.62
O -6.65 -14.42 16.80
O -8.94 -18.13 19.70
O -16.53 -12.31 18.22
O -10.23 -8.49 18.43
O -13.48 -18.19 18.97
O -8.13 -7.99 20.32
O -6.33 -19.04 20.68
O -8.49 -9.15 23.36
O -9.34 -14.34 17.52
C -10.60 -10.28 20.04
C -4.81 -12.94 16.79
C -11.32 -14.94 14.61
C -8.73 -13.71 19.73
C -6.23 -13.16 17.22
C -5.27 -18.27 20.08
C -8.65 -10.58 23.35
C -5.63 -12.72 21.94
C -13.36 -16.77 19.08
C -5.82 -17.10 19.30
C -9.35 -13.25 18.45
C -7.79 -11.28 24.38
C -12.37 -16.20 18.08
C -6.91 -9.41 18.79
C -7.00 -8.91 20.18
C -4.64 -12.94 20.79
C -10.14 -15.80 14.94
C -9.71 -18.02 22.00
C -14.17 -12.89 18.08
C -9.25 -17.25 20.77
C -15.20 -11.78 18.18
C -11.11 -8.97 19.42
H -7.00 -9.70 20.94
H -7.09 -8.65 18.03
H -6.42 -16.46 19.96
H -9.25 -8.80 23.82
H -12.21 -13.39 15.37
H -9.56 -10.46 19.79
H -12.65 -16.53 17.08
H -10.48 -18.73 21.72
H -5.79 -13.62 22.54
H -10.37 -12.90 18.62
H -12.61 -18.56 19.14
H -8.40 -16.58 20.95
H -9.23 -15.22 14.82
H -10.22 -16.20 15.94
H -11.18 -14.44 13.65
H -10.07 -16.63 14.23
H -5.31 -11.87 22.54
H -9.39 -8.31 18.89
H -12.05 -9.14 18.88
H -7.61 -14.51 16.84
H -6.85 -12.36 16.79
H -6.63 -12.49 21.57
H -10.69 -10.29 21.13
H -4.67 -18.92 19.42
H -4.99 -16.47 18.97
H -11.18 -11.14 19.69
H -16.91 -12.12 19.07
H -7.82 -14.29 19.54
H -12.43 -15.11 18.14
H -14.35 -16.36 18.88
H -8.78 -12.40 18.06
H -6.02 -19.29 21.55
H -6.17 -8.25 20.48
H -4.62 -13.98 20.46
H -3.35 -11.60 21.28
H -4.56 -17.92 20.83
H -8.86 -18.55 22.44
H -7.89 -12.36 24.28
H -8.45 -12.90 20.40
H -4.76 -12.75 15.71
H -11.30 -8.21 20.19
H -12.31 -15.40 14.62
H -6.02 -10.00 18.55
H -13.21 -12.51 18.44
H -9.71 -10.78 23.53
H -15.01 -11.19 19.08
H -10.16 -14.25 17.02
H -14.49 -13.71 18.74
H -13.09 -16.52 20.12
H -6.75 -10.98 24.27
H -4.98 -12.39 19.91
H -9.42 -14.36 20.27
H -4.16 -13.79 17.00
H -4.36 -12.05 17.25
H -7.73 -10.13 18.59
H -8.19 -18.66 20.00
H -11.34 -16.52 18.26
H -8.28 -7.89 21.26
H -8.16 -11.07 25.39
H -15.15 -11.14 17.29
H -6.33 -13.03 18.31
H -10.01 -17.35 22.81
H -8.43 -10.97 22.35
H -14.01 -13.40 17.12
H -10.07 -16.63 20.41
H -6.48 -17.42 18.50
```

---

Going by the computed energies, the most stable comes first: a, b.

---

a.
This record from OMol25 describes a structure of composition C22H66O11. The level of theory is ωB97M-V/def2-TZVPD.

## Properties
Total charge: 0
Frontier orbital gap, eV: 5.1
Spin multiplicity: 1
HOMO energy, eV: -4.94

XYZ file:
```
99
C22H66O11, DFT ωB97M-V/def2-TZVPD
O -3.43 0.37 -2.26
O -3.40 1.45 2.41
O -2.25 -6.86 0.93
O 3.20 -1.10 -1.02
O -3.30 2.37 -0.18
O -1.55 -1.30 1.73
O 0.96 -2.59 1.82
O 0.29 2.83 -2.47
O 1.04 0.59 -0.69
O 5.24 3.58 -3.34
O 2.49 0.22 6.04
C 3.62 3.93 -1.60
C 0.08 1.03 -3.86
C -2.53 4.54 0.38
C 3.18 -2.22 -0.12
C -1.84 -1.33 -0.58
C -1.59 -6.43 -0.32
C -2.34 1.75 3.35
C -3.74 1.38 -3.13
C -5.26 1.50 -3.38
C -2.14 -0.50 0.68
C 2.67 0.07 4.56
C -0.08 -0.30 -0.61
C -2.20 3.19 -0.30
C 0.07 2.56 -3.79
C -0.17 -0.97 0.66
C 4.23 -3.39 -0.61
C 5.12 3.86 -2.00
C 3.18 -2.94 1.17
C -2.22 0.72 4.46
C 1.59 0.83 3.81
C -0.80 -5.11 -0.10
C 1.84 -2.11 0.80
H -5.69 0.74 -3.68
H -3.17 5.00 -0.12
H -0.12 0.69 -4.79
H -3.29 -0.50 0.92
H -3.27 1.36 -4.10
H -1.96 -0.12 3.92
H 1.04 2.97 -4.36
H 3.31 -2.92 2.19
H 1.02 1.31 -1.38
H -3.45 2.26 -2.86
H -5.50 2.35 -4.00
H 1.90 0.89 2.74
H -0.99 -1.94 0.51
H -1.74 5.20 0.39
H 0.89 -1.26 0.94
H 4.07 -2.57 0.50
H 2.94 4.70 -2.06
H 1.62 -2.29 -0.30
H 2.63 -0.39 -0.59
H -0.79 -7.32 -0.41
H 3.47 -1.70 0.77
H 3.43 4.44 -0.61
H 1.14 0.76 -3.81
H 0.21 -1.02 -1.42
H -2.75 -7.66 0.77
H -2.21 -0.90 -1.39
H 0.63 0.15 3.85
H -3.10 0.52 4.91
H -0.87 2.79 -4.10
H 0.00 3.83 -2.32
H -0.18 -5.04 0.78
H 2.71 -0.83 4.29
H -5.53 1.77 -2.33
H 2.11 -1.12 0.88
H 3.33 -3.89 0.97
H 2.64 -0.65 6.49
H 5.70 4.78 -1.70
H 0.25 -2.02 1.81
H -1.53 0.42 0.58
H -2.29 -6.43 -1.27
H -1.17 -0.07 -1.00
H 5.32 -2.84 -0.31
H -0.70 0.48 -3.25
H 5.68 3.07 -1.45
H 3.22 2.87 -1.61
H -0.44 -4.87 -1.17
H -1.88 3.44 -1.20
H -3.43 1.90 -0.88
H -0.73 -0.36 1.56
H -2.70 2.73 3.85
H 6.10 3.80 -3.59
H -2.27 -1.80 2.04
H -1.39 1.83 2.87
H -4.09 -0.40 -2.45
H 2.16 -2.61 -0.24
H 3.89 -4.30 -0.28
H 1.30 1.79 3.97
H 3.53 0.38 4.37
H -1.60 -4.43 0.38
H 4.28 -3.29 -1.80
H -2.31 -2.20 -0.55
H -2.82 4.53 1.49
H -0.68 -1.39 -0.67
H -3.18 1.91 1.54
H -1.36 1.07 5.21
H -1.30 2.79 0.12
```

---

b.
This record from OMol25 describes a cluster of 11 separate species, C22H66O11 in total. The level of theory is ωB97M-V/def2-TZVPD.

## Properties
Total charge: 0
Structure (SMILES): CCO.CCO.CCO.CCO.CCO.CCO.CCO.CCO.CCO.CCO.CCO
Frontier orbital gap, eV: 9.2
Spin multiplicity: 1
HOMO energy, eV: -8.93

XYZ file:
```
99
C22H66O11, DFT ωB97M-V/def2-TZVPD
O 57.90 -28.37 -16.32
O 50.38 -29.56 -21.15
O 53.53 -28.36 -14.18
O 56.38 -35.52 -16.77
O 59.84 -30.19 -21.56
O 59.30 -32.33 -23.04
O 58.38 -25.23 -20.86
O 56.74 -30.37 -17.63
O 57.41 -32.93 -16.64
O 58.35 -27.87 -21.81
O 52.99 -24.58 -17.57
C 56.78 -26.62 -23.16
C 59.80 -30.34 -20.15
C 60.14 -27.60 -15.83
C 59.12 -32.79 -15.08
C 53.58 -24.31 -18.81
C 54.38 -29.21 -14.86
C 55.69 -35.99 -17.86
C 55.67 -29.59 -13.92
C 55.73 -30.40 -18.66
C 55.19 -34.69 -18.59
C 57.62 -27.96 -23.05
C 59.09 -28.76 -15.58
C 57.99 -32.55 -23.31
C 55.84 -29.07 -19.44
C 57.09 -32.39 -22.05
C 57.59 -24.27 -18.82
C 57.88 -25.55 -19.65
C 52.18 -29.61 -19.64
C 58.77 -32.96 -16.45
C 53.63 -25.57 -19.61
C 50.65 -29.64 -19.85
C 60.66 -29.30 -19.50
H 53.90 -30.17 -15.05
H 57.19 -33.76 -16.45
H 56.80 -28.77 -20.06
H 58.05 -33.52 -23.71
H 58.79 -30.37 -19.68
H 61.12 -28.16 -15.80
H 57.60 -25.94 -23.41
H 54.77 -36.58 -17.53
H 56.05 -32.51 -22.35
H 53.08 -23.50 -19.30
H 52.28 -29.47 -18.51
H 59.89 -32.69 -23.70
H 60.51 -29.47 -18.39
H 57.59 -24.38 -17.71
H 56.17 -26.82 -24.15
H 58.24 -28.20 -23.98
H 54.91 -28.58 -15.79
H 54.47 -34.91 -19.42
H 49.46 -29.64 -21.18
H 56.86 -28.77 -23.00
H 52.69 -28.77 -20.03
H 54.23 -26.34 -19.10
H 59.14 -32.26 -16.97
H 57.63 -32.01 -24.14
H 54.78 -30.48 -18.05
H 50.29 -30.69 -19.49
H 50.08 -28.93 -19.19
H 55.72 -31.18 -19.46
H 59.52 -31.09 -22.01
H 58.83 -26.12 -19.14
H 56.23 -26.26 -22.41
H 54.08 -25.43 -20.61
H 56.77 -31.32 -17.34
H 52.62 -23.70 -17.29
H 60.09 -27.22 -16.77
H 57.50 -29.11 -16.85
H 56.95 -31.28 -21.67
H 58.88 -28.48 -21.88
H 55.09 -28.87 -20.32
H 56.84 -26.02 -19.84
H 54.63 -23.90 -18.63
H 55.91 -28.71 -13.47
H 60.23 -31.18 -20.04
H 55.46 -28.22 -18.77
H 59.24 -33.79 -16.86
H 59.96 -33.18 -14.67
H 56.64 -36.36 -16.31
H 56.41 -30.13 -14.29
H 58.73 -33.58 -14.52
H 55.41 -30.43 -13.11
H 58.87 -28.82 -14.55
H 57.38 -32.91 -21.23
H 59.51 -29.68 -16.12
H 54.43 -34.03 -18.01
H 58.93 -31.67 -14.73
H 58.21 -26.16 -21.16
H 61.70 -29.17 -19.76
H 60.27 -28.34 -19.58
H 58.36 -23.56 -19.11
H 56.51 -36.43 -18.65
H 56.68 -23.79 -19.27
H 55.87 -33.99 -18.91
H 52.40 -30.57 -20.01
H 52.56 -26.08 -19.79
H 60.04 -26.69 -15.24
H 52.95 -28.05 -14.86
```

---

Going by the computed energies, the most stable comes first: b, a.

---

a.
This record from OMol25 describes a structure of composition C6H9NO. The level of theory is ωB97M-V/def2-TZVPD.

## Properties
Total charge: 0
Frontier orbital gap, eV: 8.2
Spin multiplicity: 1
HOMO energy, eV: -8.85

XYZ file:
```
17
C6H9NO, DFT ωB97M-V/def2-TZVPD
O -2.41 -0.68 -0.19
N 1.85 -1.15 -0.33
C 0.18 1.31 -0.72
C -0.15 -0.19 0.97
C -1.35 0.18 0.00
C -0.35 0.08 -0.97
C 0.45 -1.00 -0.35
C 0.68 1.15 0.57
H -0.05 -0.27 2.00
H -0.16 -1.87 -0.56
H 2.17 -0.17 -0.38
H 2.44 -1.48 0.63
H -2.27 -1.10 1.25
H 1.23 1.99 1.09
H 0.58 2.10 -1.48
H -0.99 -0.14 -1.81
H -1.83 1.23 0.27
```

---

b.
This record from OMol25 describes an isolated molecule of C6H9NO. The level of theory is ωB97M-V/def2-TZVPD.

## Properties
Total charge: 0
Structure (SMILES): C[C@@H]1C[C@@]12CN=CO2
Frontier orbital gap, eV: 10.1
Spin multiplicity: 1
HOMO energy, eV: -9.08

XYZ file:
```
17
C6H9NO, DFT ωB97M-V/def2-TZVPD
O 0.93 1.14 0.43
N 1.72 1.19 -1.68
C 0.85 0.03 -1.74
C 0.36 -0.03 -0.20
C 0.27 -1.33 0.50
C 1.60 1.72 -0.55
C -0.98 -0.54 0.35
C -1.74 -0.08 1.48
H 0.09 0.29 -2.50
H -1.69 -0.76 -0.51
H -1.25 -0.08 2.41
H -2.02 0.93 1.24
H 1.33 -0.90 -2.00
H 0.53 -2.38 0.09
H 0.71 -1.27 1.41
H -2.60 -0.66 1.59
H 1.89 2.72 -0.32
```

---

Going by the computed energies, the most stable comes first: b, a.

---

a.
This record from OMol25 describes a cluster of 2 separate species, C6H9NO in total. The level of theory is ωB97M-V/def2-TZVPD.

## Properties
Total charge: 0
Structure (SMILES): [H]/N=C(/C)C=O.C#CC
Frontier orbital gap, eV: 9.8
Spin multiplicity: 1
HOMO energy, eV: -10.01

XYZ file:
```
17
C6H9NO, DFT ωB97M-V/def2-TZVPD
O -1.28 -0.83 -2.83
N -4.01 -1.03 -2.14
C 5.03 1.02 2.97
C -4.12 1.37 -2.09
C -3.41 0.07 -2.28
C 4.44 -1.50 3.50
C 4.76 -0.12 3.21
C -1.95 0.14 -2.65
H 3.63 -1.84 2.86
H -4.07 1.96 -3.01
H -3.41 -1.84 -2.30
H -5.16 1.19 -1.83
H 5.27 2.02 2.76
H -3.64 1.94 -1.30
H 5.31 -2.13 3.33
H 4.13 -1.59 4.54
H -1.53 1.16 -2.74
```

---

b.
This record from OMol25 describes a structure of composition C6H9NO. The level of theory is ωB97M-V/def2-TZVPD.

## Properties
Total charge: 0
Frontier orbital gap, eV: 8.1
Spin multiplicity: 1
HOMO energy, eV: -8.20

XYZ file:
```
17
C6H9NO, DFT ωB97M-V/def2-TZVPD
O 2.40 2.57 -0.07
N 2.09 1.29 -0.62
C -0.88 -0.78 0.03
C 0.09 -0.14 -0.54
C 1.15 0.69 0.09
C -1.77 -0.11 1.08
C 0.48 -0.60 -1.78
C -0.91 -1.42 1.41
H -1.55 -2.25 1.83
H 3.03 2.97 -1.06
H -1.52 0.92 0.96
H 0.87 0.97 1.23
H -1.69 -1.35 -0.72
H -0.37 -1.14 -2.52
H 0.10 -1.21 1.69
H -2.91 -0.30 1.14
H 1.37 -0.12 -2.17
```

---

c.
This record from OMol25 describes a structure of composition C6H9NO. The level of theory is ωB97M-V/def2-TZVPD.

## Properties
Total charge: 0
Frontier orbital gap, eV: 8.5
Spin multiplicity: 1
HOMO energy, eV: -8.26

XYZ file:
```
17
C6H9NO, DFT ωB97M-V/def2-TZVPD
O 2.52 1.46 0.56
N -0.57 -1.36 0.00
C -0.84 0.82 -0.23
C 0.63 -0.70 0.20
C 1.26 1.80 0.28
C 0.55 -2.09 0.71
C -1.25 -0.46 -0.89
C 0.22 0.71 0.57
H 1.16 -2.74 -0.08
H -2.34 -0.64 -0.76
H 1.07 -0.57 -0.74
H 0.63 2.86 -0.27
H -1.70 1.35 0.32
H -0.73 1.63 -1.01
H 0.53 -2.33 1.71
H -0.95 -0.52 -2.00
H -0.18 0.80 1.62
```

---

d.
This record from OMol25 describes an isolated molecule of C6H9NO. The level of theory is ωB97M-V/def2-TZVPD.

## Properties
Total charge: 0
Frontier orbital gap (spin up / spin down), eV: 8.6 / 8.6
Spin multiplicity: 1
HOMO energy (spin up / spin down), eV: -9.13 / -9.13

XYZ file:
```
17
C6H9NO, DFT ωB97M-V/def2-TZVPD
O 1.55 2.29 -0.70
N 0.35 0.43 -1.14
C 1.65 0.42 0.89
C 0.07 -0.83 -0.42
C -1.13 -0.13 0.10
C 1.26 -1.02 0.57
C 1.19 1.17 -0.42
C -2.50 0.10 -0.60
H -3.22 0.37 0.06
H 1.12 0.73 1.84
H -2.41 0.88 -1.37
H -2.70 -0.84 -1.09
H 0.95 -1.52 1.56
H -0.12 -1.62 -1.28
H -0.79 0.48 0.98
H 2.71 0.65 0.87
H 2.01 -1.57 0.15
```

---

Going by the computed energies, the most stable comes first: a, d, c, b.